[1]
Molecular formula: C47H124N4O21
Method: DFT, ωB97M-V with the def2-TZVPD basis set

Geometry (Å):
C: -4.552 4.522 -3.122
H: -2.195 4.246 -3.731
H: -0.040 0.411 -2.524
C: 7.433 -0.702 2.224
H: 6.362 2.020 -5.765
C: -4.080 -4.267 4.111
H: 2.478 0.406 -1.368
H: -3.742 -2.643 -1.017
H: -2.507 1.476 -5.083
O: 6.536 1.272 -2.425
H: 2.487 -2.514 5.870
H: 0.042 2.921 -0.983
C: -0.400 3.911 -1.102
C: -7.415 -1.900 1.218
H: -4.157 -3.362 3.510
H: -6.573 3.864 -2.701
C: -1.614 1.055 5.966
H: -0.955 3.485 2.891
H: -3.161 0.148 4.815
H: 3.549 0.027 -0.010
H: 6.531 4.696 -8.024
O: -0.038 -4.690 -2.562
C: -2.069 -1.525 2.135
H: -5.831 -1.714 -2.097
C: 5.026 2.322 1.799
H: 8.084 0.291 -3.258
O: -1.335 1.666 -3.390
C: 1.777 -4.855 7.342
O: 5.408 2.884 -7.742
H: -1.560 1.728 5.110
C: 1.339 -2.740 -3.504
H: 2.286 -4.839 5.184
C: -5.762 4.323 -2.135
O: -5.912 -3.659 -2.641
H: 6.692 4.310 -5.614
H: 6.637 -2.747 2.481
H: -1.454 5.213 0.337
H: -1.216 -4.285 0.552
H: 2.298 -3.259 -3.513
C: -3.496 0.979 -0.042
C: 0.325 -3.288 -2.384
O: -3.137 -0.245 0.467
H: 0.511 0.873 -4.130
H: -8.248 -0.310 2.455
H: 3.394 1.366 2.476
C: -6.401 3.089 -0.242
O: 3.148 4.194 -2.570
H: -4.541 -1.067 -4.109
H: -0.741 0.402 5.945
H: 7.583 -0.543 1.156
H: -5.547 -0.828 1.654
H: -1.118 2.515 -5.232
H: -5.901 -4.144 -1.813
H: 3.898 4.113 -8.436
H: -0.285 -3.199 2.367
C: 0.358 -4.938 1.998
O: 1.555 -0.285 0.245
H: 6.823 -1.771 4.619
H: -3.117 3.854 -5.183
H: 4.727 4.328 0.830
C: -5.164 -1.962 -4.122
H: 0.654 -5.842 2.530
C: -4.740 -5.484 3.349
H: 5.781 2.049 1.063
H: -3.792 2.675 -2.713
O: 0.129 4.375 1.286
H: 7.299 3.156 -3.680
H: -3.241 -1.553 -2.255
H: 2.663 -4.424 7.807
H: -4.178 0.819 -0.877
H: -6.066 5.263 -1.674
H: 7.218 0.258 2.694
O: -0.070 -3.946 2.930
H: -0.580 -4.735 -3.353
C: -0.373 0.631 -3.539
H: 0.308 -1.111 3.299
H: -2.406 -0.939 7.518
H: -8.333 0.031 0.699
C: 7.732 2.337 -4.255
H: 5.411 -0.744 4.428
H: -3.861 -1.543 6.776
H: -3.487 0.061 2.481
C: -2.674 -0.182 1.797
C: -0.893 4.279 0.291
H: 4.883 -0.551 1.873
C: 7.302 0.981 -3.575
H: -3.451 -5.819 1.953
H: -1.975 0.631 1.997
C: -3.779 -2.488 -2.096
H: -2.293 -1.781 5.940
H: 1.059 -2.456 4.827
C: 6.198 0.103 -1.697
H: 2.731 4.741 1.740
H: -3.001 -4.390 4.197
C: -0.729 -5.195 0.904
O: -4.603 -4.111 5.425
H: 7.277 3.128 -8.420
H: -5.976 -0.749 -0.032
H: 1.781 -2.004 1.280
O: -5.342 3.423 -1.123
H: -5.830 -5.472 3.342
C: 1.454 -2.845 5.766
H: 8.250 4.225 -6.429
C: -5.990 -1.402 0.841
C: -0.359 4.362 2.638
H: -2.799 -2.255 1.787
O: -7.859 -2.591 0.055
H: -7.037 3.910 0.087
O: 0.401 -4.902 5.472
C: 1.598 -4.355 5.877
C: 0.253 -0.860 2.240
H: 1.370 4.742 -1.064
H: -3.790 5.126 -2.631
H: 1.123 5.587 -3.382
C: -2.888 -1.105 6.555
H: 5.467 -0.451 -2.286
H: -0.932 -0.259 -3.827
H: -9.437 -1.050 1.307
H: 2.120 3.403 -4.305
C: -5.198 -2.425 -2.628
H: 0.598 -3.087 -1.349
C: 4.306 3.494 -2.838
H: 4.178 2.438 -2.599
H: 5.204 3.950 -2.421
H: -1.635 3.584 0.684
H: -6.150 -1.744 -4.531
H: -0.961 5.225 2.919
H: -5.974 2.671 0.669
O: 0.826 -2.768 -4.795
H: 0.509 4.397 3.297
H: 8.404 -0.891 2.682
C: 0.834 4.599 -3.025
C: 2.674 -0.308 -0.568
O: -1.754 -6.026 1.467
H: 3.608 3.126 0.365
H: -1.317 4.002 -1.685
H: -4.348 -6.376 3.837
C: 4.551 3.306 -8.766
H: -4.042 1.556 0.704
H: -5.312 -2.217 0.586
O: -4.009 0.949 6.533
H: -0.722 -1.226 0.573
H: 8.816 2.372 -4.147
H: 4.454 3.498 -3.918
N: 7.299 2.380 -5.652
C: 1.649 -0.954 1.540
N: -4.033 3.185 -3.551
O: -4.373 -5.562 2.020
C: -2.938 0.295 5.872
C: -2.772 3.464 -4.225
C: 6.636 3.656 -7.714
H: -7.250 -3.309 -0.131
H: -6.934 2.225 -0.638
H: 1.880 -5.940 7.330
H: 7.002 -0.560 -1.379
H: 0.864 -4.630 7.894
H: -3.221 -3.315 -2.534
C: 7.302 3.706 -6.285
H: -4.877 5.039 -4.025
C: -1.907 2.210 -4.545
H: 1.531 -1.687 -3.294
C: 5.899 -1.644 4.055
O: 3.285 4.096 2.187
H: 1.275 -4.557 1.549
H: -7.470 -2.480 2.139
C: -8.404 -0.740 1.466
H: 3.843 2.497 -8.946
H: 5.589 2.558 2.702
H: 5.088 3.627 -9.658
H: -0.252 -5.699 0.064
H: -0.655 -2.832 -2.525
N: 0.532 4.864 -1.615
C: 4.137 3.508 1.238
H: -0.016 0.190 2.126
H: -3.794 0.957 7.469
C: 6.340 -1.703 2.577
H: 3.003 -1.211 -1.083
O: 4.211 1.177 2.009
H: 0.071 -4.439 4.699
O: 5.206 -1.447 1.747
H: 1.749 2.716 -2.738
C: 2.007 3.645 -3.248
H: 6.698 0.404 -4.275
H: 0.979 -2.413 6.647
H: -2.619 1.530 -0.381
H: 0.639 -3.694 -4.966
H: 5.664 0.470 -0.820
H: -1.683 1.594 6.911
H: -1.974 -1.709 3.205
H: -4.647 -2.757 -4.659
H: 5.172 -2.438 4.228
H: 2.511 -0.757 2.177
N: -0.720 -1.604 1.509
H: -0.038 4.344 -3.627
H: -1.498 -6.878 1.106
H: -4.250 -4.806 5.985

Computed properties:
- Highest occupied orbital energy: -0.3250 hartree
- Total charge: 0
- Energy above the lowest of the compared OMol25 structures with the same formula, charge and spin: 4.809 eV

[2]
Molecular formula: C47H135MgO22
Method: DFT, ωB97M-V with the def2-TZVPD basis set

Geometry (Å):
H: -2.328 0.852 3.021
H: -3.022 4.565 2.034
C: -2.386 -4.919 -2.110
H: 1.456 -2.948 -3.525
O: 3.185 -0.541 -4.611
C: 5.705 3.423 0.595
H: 4.975 -4.955 0.441
H: -2.570 -3.056 5.031
C: -2.853 0.708 3.965
C: -3.062 -1.117 -7.609
H: 3.781 2.916 -0.395
H: -1.561 1.889 5.365
O: 5.648 2.227 1.285
C: -0.990 -2.832 3.546
H: 3.887 -0.663 -1.276
H: -0.993 -2.276 -5.278
H: -4.705 -1.660 -6.293
C: -3.625 -1.783 -6.376
C: -0.597 -0.993 -0.401
H: 1.466 -2.694 -5.350
H: -1.412 -4.353 5.173
H: -2.935 3.729 -0.915
H: 3.978 -1.840 -2.514
H: -0.542 -1.360 -1.426
H: 2.886 -3.368 5.686
O: 3.419 0.773 2.462
C: -5.131 1.114 1.104
O: 3.345 -4.270 1.199
H: 4.800 4.148 -1.132
H: -3.899 0.645 -2.426
H: -0.902 -1.875 0.162
H: -0.462 5.916 2.981
H: 1.157 1.533 6.727
H: -1.987 1.838 -6.757
H: -2.834 -1.176 3.376
C: 2.068 0.934 6.729
C: 2.899 -0.111 -3.303
H: 2.337 -2.270 3.964
C: 2.066 -3.944 -0.777
C: -4.083 -0.424 -2.322
H: 1.725 1.399 0.150
H: -3.396 5.312 -0.614
H: 1.914 4.191 -5.409
H: -4.698 -4.195 -0.014
C: -1.352 1.441 -3.698
H: 2.316 5.329 5.127
H: -0.133 -3.286 3.049
H: 7.399 -4.339 -0.682
H: -3.645 -2.762 -0.027
H: -2.537 -4.346 3.820
H: 5.596 -3.523 -2.085
H: -5.725 -3.504 2.150
H: 2.457 -2.986 -1.120
H: 5.215 2.439 -1.194
O: -0.108 6.272 -1.169
H: 2.946 -0.916 6.236
H: -5.682 -0.721 -3.640
H: 0.972 -4.770 4.630
O: -7.236 -0.124 0.920
H: -0.842 3.347 3.393
C: 3.005 -3.924 4.756
H: 1.222 4.340 -0.164
H: 3.375 -1.225 2.029
H: -4.898 -1.974 1.955
C: 4.003 -0.762 -2.356
H: -6.123 -2.483 0.790
C: -3.862 4.595 -2.679
H: 0.103 -0.968 7.080
H: -1.146 3.110 -5.071
C: -6.387 0.560 1.814
H: -3.253 -0.044 -7.642
C: 5.853 -3.067 -1.129
H: -2.784 -5.069 -1.106
H: 5.646 0.251 3.541
H: -1.706 2.066 -2.877
H: -2.828 2.474 -4.943
C: 2.667 3.660 -4.826
H: -0.031 1.678 -0.273
O: 0.539 -4.369 -4.738
H: -1.455 -0.333 -0.274
H: 0.669 5.025 4.664
O: 2.786 -3.063 3.664
H: -1.010 -2.704 -3.513
H: 1.616 -1.675 7.759
O: -3.384 -0.608 3.920
C: 2.366 4.542 2.533
C: 5.070 -0.607 3.194
C: 2.022 -4.220 0.678
H: 2.328 0.886 7.787
H: -4.018 -3.668 -2.897
H: -0.284 1.224 -3.691
O: -3.314 -4.112 1.415
H: -2.964 -4.341 -4.090
C: 2.036 3.669 3.759
H: 4.488 -0.178 1.093
C: 4.061 -0.379 2.075
H: -2.770 -3.402 1.765
H: 6.107 1.578 0.747
C: -2.052 0.921 5.266
H: -1.982 -1.258 -7.645
H: 1.518 -5.151 0.937
H: 2.526 -0.188 -5.214
H: 6.531 -2.245 -1.358
H: 4.820 3.432 -7.179
C: -3.707 4.445 -1.196
H: -0.745 4.341 -1.487
H: -0.877 6.726 -1.520
H: -4.657 4.103 -0.785
C: 0.917 -3.025 -4.469
C: 4.814 3.224 -0.554
H: -3.566 -2.591 -8.802
H: -6.979 1.357 2.264
H: -1.286 0.146 5.299
O: -3.715 -1.644 -8.749
H: -1.681 -4.088 -2.082
H: -5.672 -1.876 -2.226
H: -1.910 -5.847 -2.427
H: -3.244 -1.356 -5.448
H: -6.120 -0.126 2.618
H: -3.717 1.373 3.987
O: 5.719 -5.201 -0.113
H: 2.650 -4.721 -1.270
C: 3.857 2.979 -5.557
C: 6.496 -4.033 -0.154
C: -1.917 -3.710 4.452
H: 2.999 3.216 3.995
C: 1.074 -1.407 6.852
H: -6.312 -0.136 -0.928
H: 4.518 -0.986 4.054
H: 2.188 5.014 -1.470
H: 5.294 4.161 1.284
H: -3.339 -0.965 -2.906
H: 0.175 5.123 -2.862
O: 1.172 2.622 3.458
H: 1.428 -0.934 0.000
H: -1.420 4.145 1.412
O: -4.483 5.822 -2.847
C: -5.296 -2.829 1.410
H: 1.266 -4.967 -4.548
C: 0.577 -0.302 0.257
C: 1.975 -0.446 6.078
H: -1.224 -1.468 2.133
O: -1.767 -2.150 2.536
H: -3.865 -6.481 -3.528
H: 2.223 -5.870 4.108
H: -1.895 0.496 -3.690
H: 2.676 0.930 -3.068
H: -3.803 -0.750 -1.320
H: -3.437 -2.853 -6.287
H: 1.497 3.415 -1.663
H: -1.693 6.735 2.088
H: 1.078 1.066 -1.467
H: 3.167 5.209 2.852
H: 4.612 2.605 -4.865
H: -4.671 1.870 1.741
H: 4.943 -2.643 -0.707
H: 1.521 -3.396 1.187
H: 6.671 -3.553 0.808
C: 1.612 4.530 4.896
H: 3.309 -3.981 2.114
H: 1.982 -0.632 -3.027
O: -6.444 -0.027 -1.872
Mg: 1.548 0.688 3.125
H: -4.294 0.439 0.929
H: -5.372 1.733 0.239
H: -8.090 -0.274 1.332
H: 4.992 -0.369 -2.593
H: 5.788 -1.374 2.904
H: 2.037 -5.569 5.760
H: 3.076 4.448 -4.193
C: 1.312 4.405 -1.248
O: 1.715 -0.437 4.691
H: -2.636 0.675 6.152
H: -0.351 -1.264 -3.967
O: -1.763 3.598 3.288
C: -4.195 -3.455 0.609
C: -1.536 5.920 2.795
H: 6.700 3.724 0.268
H: -4.434 3.780 -3.122
H: 2.044 2.951 -4.282
C: 2.011 -5.055 4.799
O: -4.363 -5.690 -3.311
C: -1.767 2.224 -4.941
O: -1.515 1.417 -6.035
H: 3.491 2.140 -6.148
H: 2.844 1.469 6.181
C: 0.053 5.022 -1.784
C: -5.531 -0.851 -2.568
H: 1.524 5.148 2.198
H: 1.487 3.923 5.793
O: 4.369 3.944 -6.504
H: -2.090 6.096 3.717
O: 0.535 -0.225 1.689
H: 1.057 -3.888 -1.185
H: -0.537 -2.040 4.142
C: -1.960 4.535 2.275
H: 2.775 4.072 1.639
H: 0.764 -2.313 6.330
H: -2.879 4.679 -3.141
C: -0.438 -2.285 -4.340
H: -5.309 5.771 -2.361
C: -3.482 -4.579 -3.162
H: 4.104 1.432 2.326
C: 0.851 1.051 -0.401
H: 4.023 -4.305 4.688

Computed properties:
- Highest occupied orbital energy: -0.2148 hartree
- Total charge: -1

[3]
Molecular formula: C47H30ClF9N5O2PPtS
Method: DFT, ωB97M-V with the def2-TZVPD basis set

Geometry (Å):
C: -2.298 -1.347 0.609
N: 2.679 1.215 0.096
C: 1.026 -2.092 1.145
F: -3.835 1.807 6.142
H: -2.267 3.887 4.145
H: 2.417 1.231 5.831
C: 2.468 1.215 2.439
H: 5.297 1.259 2.201
C: 3.347 -6.057 -1.562
O: 7.424 1.068 -1.110
F: -5.300 5.049 -4.225
H: -3.449 -2.294 -2.944
C: 2.066 1.161 4.813
H: -4.223 0.370 1.272
C: -2.325 -0.373 -0.390
O: 7.459 1.065 1.169
F: -4.805 -4.568 -1.326
N: 1.075 1.170 -1.958
C: 0.934 -4.156 -0.039
C: -4.296 3.302 -2.346
F: -2.979 -4.777 -2.457
H: -2.787 0.019 -2.457
C: 1.080 -3.476 1.162
H: -2.691 -3.392 1.117
C: 0.310 0.839 3.226
C: 3.659 -6.047 0.825
C: -3.496 4.303 -2.880
C: 2.823 -6.021 -0.280
H: 3.913 1.303 -3.777
C: 0.584 1.149 -4.297
N: 5.508 -6.087 -0.631
P: -1.667 1.273 0.035
C: -2.744 -0.720 -1.672
H: -1.549 5.201 -2.938
C: -3.485 -4.402 -1.270
H: -5.342 3.249 -2.609
H: 1.143 -1.535 2.064
H: -1.975 -1.084 1.607
C: 0.714 -3.425 -1.199
F: -4.149 3.900 5.746
C: 7.103 1.102 0.034
F: -3.301 5.365 -4.964
H: -5.334 1.008 3.370
H: -0.840 1.097 -2.706
C: -4.409 1.485 3.079
C: -3.834 2.445 3.901
H: -0.726 0.641 2.993
H: -4.371 1.607 -1.051
H: 0.574 -3.915 -2.149
H: 5.249 1.237 -2.070
H: 2.715 -6.076 -2.435
F: -5.719 2.477 5.340
H: 0.014 0.719 5.333
C: -2.581 1.743 1.541
C: 2.417 1.227 -2.242
H: -1.154 3.273 2.019
C: -3.782 1.133 1.897
C: 1.949 1.212 -4.607
C: -4.051 5.321 -3.851
H: 0.519 -1.445 -1.996
C: -2.679 3.114 3.514
C: 0.722 0.886 4.539
F: -3.002 -5.265 -0.365
H: -0.560 3.547 -1.395
H: 5.748 -6.105 1.397
C: 4.700 1.222 -1.144
N: 0.838 -1.389 0.035
C: -3.745 2.378 -1.475
C: -2.154 4.403 -2.534
C: 0.678 -2.043 -1.109
C: 3.307 1.226 -1.109
F: -4.041 6.550 -3.324
C: 5.365 1.215 0.063
C: -3.094 -2.978 -0.947
C: 2.856 1.254 -3.575
C: 4.734 -6.089 -1.685
N: 1.135 1.005 2.188
C: -2.391 2.451 -1.153
Pt: 0.704 1.164 0.119
H: -0.160 1.106 -5.074
C: -1.603 3.474 -1.672
C: 2.933 1.323 3.756
S: 1.024 -5.949 -0.089
H: 2.278 1.227 -5.634
C: -3.128 -2.020 -1.951
H: 3.277 -6.062 1.832
C: 4.728 1.242 1.288
C: -2.693 -2.642 0.340
H: 1.227 -4.004 2.090
C: 0.207 1.139 -2.974
C: 3.336 1.244 1.282
H: 5.215 -6.117 -2.652
C: -4.405 2.679 5.281
C: 5.031 -6.081 0.589
C: -2.060 2.768 2.328
H: 3.976 1.536 3.930
Cl: 1.001 3.749 0.570

Computed properties:
- Highest occupied orbital energy (alpha / beta): -0.4544 / -0.4501 hartree
- Total charge: +2

Number 1: F_max 0.0554 hartree/bohr, E -99697.5432 eV. Number 2: F_max 0.0638 hartree/bohr, E -101418.0738 eV. Number 3: F_max 0.0578 hartree/bohr, E -121108.5532 eV.